C24H25F6N4O5PrS2 as an isolated structure at a distorted geometry, computed with ωB97M-V/def2-TZVPD.

For the HOMO energy (alpha / beta), the calculation gives -0.2827 / -0.2821 Eh. The LUMO energy (alpha / beta) comes out at 0.05 / 0.07 eV. The gap between HOMO and LUMO (alpha / beta) comes out at 7.7 / 7.7 eV.

```
! RIJCOSX wB97M-V def2-TZVPD def2/J DEFGRID3
* xyz 0 3
Pr 6.959 11.748 11.393
C 5.902 10.188 13.504
C 6.361 9.256 12.524
C 7.764 9.271 12.548
C 8.249 10.177 13.552
C 7.077 10.780 14.084
C 7.150 11.580 15.300
C 9.594 10.509 14.075
C 8.557 8.103 11.987
C 5.482 8.331 11.765
C 4.482 10.456 13.955
H 7.741 11.008 16.006
H 6.187 11.827 15.737
H 7.624 12.559 15.090
H 10.313 10.567 13.239
H 9.968 9.731 14.747
H 9.509 11.501 14.458
H 9.418 7.944 12.644
H 8.935 8.242 10.949
H 7.944 7.235 11.997
H 6.003 7.995 10.920
H 4.552 8.772 11.438
H 5.246 7.473 12.429
H 3.982 9.481 13.949
H 3.991 11.108 13.274
H 4.465 10.830 14.948
O 5.449 15.831 11.420
C 5.476 14.656 11.061
N 5.638 13.575 11.844
C 5.855 13.925 13.276
C 7.302 14.346 13.455
C 7.735 15.398 14.314
C 9.130 15.567 14.424
C 9.989 14.824 13.610
C 9.492 13.877 12.807
N 8.190 13.603 12.791
C 5.675 14.471 9.512
C 5.168 15.465 8.703
C 5.593 15.473 7.398
C 6.527 14.521 6.999
C 7.031 13.561 7.924
N 6.525 13.500 9.141
H 5.731 13.037 13.885
H 5.154 14.652 13.660
H 7.099 16.006 15.003
H 9.527 16.271 15.119
H 11.030 15.052 13.787
H 10.179 13.330 12.238
H 4.559 16.191 9.123
H 5.272 16.292 6.694
H 6.993 14.593 6.021
H 7.766 12.769 7.667
F 5.766 8.214 6.552
C 5.753 8.403 7.828
F 6.705 7.561 8.256
F 4.516 8.127 8.298
S 6.056 10.219 8.133
O 5.928 10.308 9.544
O 5.166 10.926 7.313
N 7.563 10.400 7.627
S 8.883 10.581 8.360
O 8.695 10.657 9.799
O 9.747 11.525 7.755
C 9.855 9.069 8.037
F 11.073 9.227 8.577
F 9.909 8.998 6.694
F 9.288 8.037 8.624
*
```

The computed natural (NBO) charges, all in e, follow: number 1, Pr, carries 1.50; number 2, C, carries -0.13; number 3, C, carries -0.12; number 4, C, carries -0.13; number 5, C, carries -0.08; number 6, C, carries -0.12; number 7, C, carries -0.64; number 8, C, carries -0.64; number 9, C, carries -0.62; number 10, C, carries -0.62; number 11, C, carries -0.62; number 12, H, carries 0.22; number 13, H, carries 0.21; number 14, H, carries 0.21; number 15, H, carries 0.22; number 16, H, carries 0.23; number 17, H, carries 0.22; number 18, H, carries 0.21; number 19, H, carries 0.22; number 20, H, carries 0.21; number 21, H, carries 0.22; number 22, H, carries 0.22; number 23, H, carries 0.22; number 24, H, carries 0.22; number 25, H, carries 0.22; number 26, H, carries 0.22; number 27, O, carries -0.64; number 28, C, carries 0.65; number 29, N, carries -0.81; number 30, C, carries -0.26; number 31, C, carries 0.27; number 32, C, carries -0.23; number 33, C, carries -0.13; number 34, C, carries -0.26; number 35, C, carries 0.06; number 36, N, carries -0.52; number 37, C, carries 0.16; number 38, C, carries -0.22; number 39, C, carries -0.15; number 40, C, carries -0.25; number 41, C, carries 0.07; number 42, N, carries -0.49; number 43, H, carries 0.24; number 44, H, carries 0.24; number 45, H, carries 0.24; number 46, H, carries 0.22; number 47, H, carries 0.23; number 48, H, carries 0.21; number 49, H, carries 0.24; number 50, H, carries 0.23; number 51, H, carries 0.23; number 52, H, carries 0.23; number 53, F, carries -0.30; number 54, C, carries 0.74; number 55, F, carries -0.31; number 56, F, carries -0.31; number 57, S, carries 2.32; number 58, O, carries -0.93; number 59, O, carries -0.87; number 60, N, carries -1.25; number 61, S, carries 2.31; number 62, O, carries -0.94; number 63, O, carries -0.91; number 64, C, carries 0.73; number 65, F, carries -0.30; number 66, F, carries -0.30; number 67, F, carries -0.30

---

One molecule with the formula C2H3FO2S at a distorted geometry, computed with ωB97M-V/def2-TZVPD.

For the HOMO energy (alpha / beta), the calculation gives -0.3002 / -0.4435 Eh. The LUMO energy (alpha / beta) comes out at 0.76 / -3.20 eV. Its relative energy (zero: lowest compared OMol25 entry of this formula, charge and spin) is 32.7 kcal per mole. The gap between HOMO and LUMO (alpha / beta) comes out at 8.9 / 8.9 eV.

```
! RIJCOSX wB97M-V def2-TZVPD def2/J DEFGRID3
* xyz 0 3
C -1.232 0.223 0.181
C -0.055 -0.556 -0.213
O 1.806 0.752 1.171
O 2.458 -0.969 -0.453
F -1.436 1.082 -0.898
S 1.507 -0.035 0.021
H -2.257 -0.312 0.228
H -0.850 0.921 1.073
H 0.057 -1.106 -1.111
*
```

The computed natural (NBO) charges, all in e, follow: number 1, C, carries -0.05; number 2, C, carries -0.37; number 3, O, carries -0.86; number 4, O, carries -0.85; number 5, F, carries -0.36; number 6, S, carries 1.82; number 7, H, carries 0.22; number 8, H, carries 0.22; number 9, H, carries 0.23

---

A 3-piece molecular cluster, C2H6Cl2N2O2 overall, computed with ωB97M-V/def2-TZVPD.

For the HOMO energy, the calculation gives -0.3926 Eh. The LUMO energy comes out at -0.03 eV. Its relative energy (zero: lowest compared OMol25 entry of this formula, charge and spin) is 8.6 kcal per mole. The gap between HOMO and LUMO comes out at 10.7 eV.

```
! RIJCOSX wB97M-V def2-TZVPD def2/J DEFGRID3
* xyz 0 1
H 1.949 2.653 0.084
N 2.008 1.664 -0.138
C 0.897 1.079 -0.233
O -0.290 1.659 -0.081
C 0.933 -0.364 -0.612
Cl 2.444 -1.121 -0.319
N -0.044 -0.925 -1.169
H 0.076 -1.895 -1.446
H -1.028 1.027 -0.102
Cl -2.908 -0.421 -0.606
H -1.631 -0.672 -0.937
O -0.590 -0.674 1.626
H -0.265 -1.264 2.313
H -1.549 -0.745 1.621
*
```

The computed natural (NBO) charges, all in e, follow: number 1, H, carries 0.36; number 2, N, carries -0.64; number 3, C, carries 0.48; number 4, O, carries -0.66; number 5, C, carries 0.26; number 6, Cl, carries 0.05; number 7, N, carries -0.66; number 8, H, carries 0.39; number 9, H, carries 0.51; number 10, Cl, carries -0.39; number 11, H, carries 0.30; number 12, O, carries -0.97; number 13, H, carries 0.48; number 14, H, carries 0.49